Record 1
{
  "formula": "C32H33AsN3O6SSr",
  "method": "ωB97M-V/def2-TZVPD",
  "e_lumo_ev": 2.4,
  "total_charge": -1,
  "multiplicity": 1,
  "e_above_lowest_kcal_mol": 97.9,
  "e_homo_ev": -4.36,
  "largest_force_ev_per_a": 7.6,
  "symbols": ["Sr", "O", "C", "C", "N", "C", "C", "O", "O", "C", "C", "O", "O", "H", "H", "H", "H", "H", "H", "H", "H", "H", "C", "C", "O", "N", "C", "C", "C", "C", "C", "C", "N", "H", "H", "H", "H", "H", "H", "H", "H", "H", "H", "S", "C", "C", "C", "C", "C", "C", "As", "C", "C", "C", "C", "C", "C", "C", "C", "C", "C", "C", "C", "H", "H", "H", "H", "H", "H", "H", "H", "H", "H", "H", "H", "H", "H"],
  "xyz": [[-0.43909, 1.12755, 0.87093], [-0.72140, 1.51016, 4.92379], [-1.05221, 2.82929, 4.56205], [-2.05720, 2.90724, 3.42783], [-1.49545, 2.59120, 2.07776], [-0.15972, 3.34298, 1.72530], [1.15132, 2.63424, 2.41643], [2.13870, 3.29941, 2.65487], [1.04438, 1.35853, 2.59309], [-2.48787, 2.90698, 0.88426], [-1.76782, 2.93486, -0.59925], [-1.75213, 3.99445, -1.20723], [-1.34079, 1.80747, -1.03588], [-0.06311, 1.18964, 4.29859], [-0.15460, 3.41168, 4.33506], [-1.51620, 3.30415, 5.42990], [-2.47561, 3.92351, 3.41768], [-2.86495, 2.20051, 3.61638], [-0.19967, 4.40591, 1.93879], [0.00164, 3.26101, 0.60976], [-2.89628, 3.90873, 1.00532], [-3.31337, 2.19569, 0.87005], [0.66154, 2.63094, -3.34697], [0.14853, 1.21801, -3.18156], [0.77323, 0.35426, -2.60386], [-1.04108, 0.98966, -3.82087], [-1.89792, -0.12151, -3.41984], [-3.25977, 0.36568, -2.98312], [-4.01512, 1.20224, -3.80719], [-5.21766, 1.69970, -3.34533], [-5.65329, 1.32037, -2.08347], [-4.86356, 0.44288, -1.36047], [-3.69068, -0.02042, -1.78736], [1.67708, 2.68710, -2.96301], [0.01959, 3.31483, -2.78749], [0.64909, 2.92253, -4.39906], [-1.51936, 1.83510, -4.08553], [-1.42194, -0.65350, -2.59767], [-2.02082, -0.81156, -4.26147], [-3.66110, 1.45054, -4.80127], [-5.80671, 2.37182, -3.95691], [-6.58462, 1.68613, -1.67185], [-5.18010, 0.08719, -0.38458], [-1.57306, -1.51456, 0.20056], [-0.66330, -2.35314, 1.45835], [-1.30449, -3.10251, 2.45388], [-0.58096, -3.76148, 3.43354], [0.80719, -3.70332, 3.44604], [1.46496, -2.97155, 2.46730], [0.75112, -2.31211, 1.47503], [1.53193, -1.13453, 0.12791], [1.71587, -2.31763, -1.39363], [2.72270, -2.08824, -2.32567], [2.83190, -2.87015, -3.46556], [1.92530, -3.89755, -3.69525], [0.91257, -4.12874, -2.77610], [0.80856, -3.34199, -1.63471], [3.38136, -1.25914, 0.78195], [4.26020, -2.29363, 0.47134], [5.51183, -2.37868, 1.06931], [5.90233, -1.43272, 2.00673], [5.02973, -0.40633, 2.34089], [3.78375, -0.32056, 1.73213], [-2.38669, -3.14713, 2.45179], [-1.10534, -4.31818, 4.20236], [1.37356, -4.21917, 4.21163], [2.54647, -2.91946, 2.48579], [3.42264, -1.27319, -2.18878], [3.62080, -2.66982, -4.18063], [1.99983, -4.50189, -4.59147], [0.19412, -4.92188, -2.94458], [-0.01189, -3.51398, -0.95049], [3.97165, -3.06471, -0.23188], [6.17506, -3.19518, 0.80876], [6.87659, -1.49960, 2.47624], [5.30885, 0.33092, 3.08361], [3.12098, 0.48462, 2.02710]],
  "atomic_forces_ev_per_a": [[1.1, -7.2, -2.1], [-0.2, 0.1, 0.3], [0.0, -0.2, 0.0], [0.2, 0.5, -1.1], [-0.8, 3.4, -0.1], [0.0, -0.1, 0.9], [-0.2, -0.6, 0.3], [-0.3, 0.8, -0.2], [0.2, 1.2, 0.8], [1.2, 0.6, 0.3], [-1.0, -0.8, -0.2], [-0.2, 0.4, 0.4], [-0.9, 1.6, -0.5], [0.3, -0.1, -0.3], [0.0, 0.1, 0.0], [0.0, -0.1, 0.0], [-0.1, 0.0, 0.0], [0.0, 0.0, 0.0], [0.0, 0.0, 0.2], [-0.1, 0.9, 1.2], [0.1, 0.1, 0.1], [0.2, -0.3, 0.2], [0.0, 0.0, 0.1], [0.1, 0.2, -0.4], [0.0, -0.1, 0.2], [0.0, 0.0, 0.1], [0.0, 0.0, -0.1], [0.1, 0.1, 0.1], [0.0, 0.0, 0.0], [0.0, 0.0, 0.0], [0.0, 0.0, 0.0], [0.1, -0.1, 0.0], [-0.1, 0.0, -0.1], [0.0, 0.0, 0.0], [0.0, 0.0, 0.0], [0.0, 0.0, 0.0], [-0.1, 0.0, 0.0], [0.0, 0.0, 0.0], [0.0, -0.1, 0.0], [0.0, 0.0, 0.0], [0.0, 0.0, 0.0], [0.0, 0.0, 0.0], [0.0, 0.0, 0.0], [-0.2, -0.1, 0.4], [0.2, 0.0, -0.1], [0.0, 0.0, 0.1], [0.0, 0.0, 0.0], [0.0, 0.0, 0.0], [0.1, -0.1, 0.0], [-0.4, 0.1, 0.0], [0.7, -0.3, 0.2], [-0.2, -0.2, -0.3], [0.0, 0.1, -0.2], [0.0, -0.1, 0.0], [0.0, 0.0, 0.0], [0.1, 0.0, 0.0], [-0.1, -0.1, 0.0], [0.1, -0.1, 0.2], [0.1, -0.1, 0.0], [0.0, 0.0, 0.0], [0.0, 0.0, 0.0], [0.0, 0.0, 0.0], [0.1, 0.1, 0.0], [0.0, 0.0, 0.0], [0.0, 0.0, 0.0], [0.0, 0.0, 0.0], [0.0, 0.0, 0.0], [0.0, 0.0, 0.1], [0.0, 0.0, 0.0], [0.0, 0.0, 0.0], [0.0, 0.0, 0.0], [0.0, 0.0, 0.1], [0.0, 0.0, 0.0], [0.0, 0.0, 0.0], [0.0, 0.0, 0.0], [0.0, 0.0, 0.0], [-0.1, 0.0, 0.0]],
  "lowdin_charge": [1.3839, -0.0454, -0.2533, -0.1559, -0.3441, -0.1327, -0.6866, 0.0459, -0.2603, -0.0504, -0.6882, 0.0236, -0.2635, 0.0556, 0.1146, 0.1206, 0.1191, 0.1295, 0.1325, 0.0895, 0.1088, 0.1074, 0.0042, -0.5538, 0.0218, 0.0657, -0.1113, -0.2659, -0.0332, -0.0785, -0.0797, -0.1434, 0.1149, 0.0827, 0.0642, 0.0785, 0.1145, 0.0864, 0.1225, 0.1105, 0.1005, 0.0939, 0.1065, 0.4680, -0.7543, -0.1397, -0.1131, -0.1120, -0.1005, -0.4032, 1.2707, -0.3939, -0.1417, -0.0977, -0.1097, -0.0914, -0.1025, -0.3841, -0.1207, -0.1001, -0.1090, -0.0870, -0.1035, 0.0869, 0.0915, 0.0891, 0.0912, 0.1068, 0.0944, 0.0904, 0.0957, 0.0684, 0.0971, 0.0941, 0.0916, 0.1003, 0.0764]
}

Record 2
{
  "formula": "C32H33BBrO18",
  "method": "ωB97M-V/def2-TZVPD",
  "e_lumo_ev": 0.0,
  "total_charge": -1,
  "multiplicity": 1,
  "e_homo_ev": -5.39,
  "largest_force_ev_per_a": 0.9,
  "symbols": ["C", "C", "C", "C", "B", "Br", "C", "C", "C", "C", "O", "O", "H", "H", "H", "H", "H", "H", "H", "H", "H", "H", "H", "H", "H", "H", "H", "H", "H", "C", "C", "C", "O", "C", "C", "C", "O", "O", "O", "H", "H", "H", "H", "C", "C", "C", "O", "C", "C", "C", "O", "O", "O", "H", "H", "H", "H", "C", "C", "C", "O", "C", "C", "C", "O", "O", "O", "H", "H", "H", "H", "C", "C", "C", "O", "C", "C", "C", "O", "O", "O", "H", "H", "H", "H"],
  "xyz": [[5.09241, -1.74886, 0.59621], [5.76069, -0.49218, 0.00430], [5.13442, 0.85536, 0.43277], [6.22490, 1.93036, 0.61457], [4.03791, 1.33349, -0.68279], [3.29774, 3.24218, -0.20618], [2.75993, 0.34763, -0.96616], [1.52580, 0.48202, -0.06652], [1.83276, 0.24326, 1.41976], [0.68027, -0.27899, 2.22151], [0.75549, -1.06200, 3.14380], [-0.54822, 0.23302, 1.87091], [4.37740, -2.20775, -0.09446], [5.83589, -2.51952, 0.83518], [4.56600, -1.51895, 1.52822], [6.81605, -0.50411, 0.31257], [5.76487, -0.57117, -1.08956], [4.69807, 0.70560, 1.43167], [7.15330, 1.50257, 1.01671], [6.43419, 2.44986, -0.32704], [5.88991, 2.69003, 1.33032], [4.65562, 1.47922, -1.72883], [3.07904, -0.70387, -0.97156], [2.41784, 0.55708, -1.99044], [0.77084, -0.25809, -0.38700], [1.07780, 1.46971, -0.21067], [2.64000, -0.49049, 1.51527], [2.19645, 1.16850, 1.88492], [-0.72196, 0.01526, 0.94688], [0.65447, 6.37445, 1.98051], [0.88843, 6.14875, 0.67356], [-0.23024, 5.82798, -0.29727], [0.06974, 5.68597, -1.46520], [-1.58579, 5.73083, 0.21388], [-1.80400, 5.94744, 1.51587], [-0.69215, 6.29731, 2.47804], [-1.02923, 6.49492, 3.63631], [-2.99841, 5.88986, 2.09283], [2.08385, 6.18399, 0.13427], [1.44755, 6.60010, 2.67854], [-2.37744, 5.48722, -0.48019], [-2.83468, 6.09092, 3.03628], [1.99348, 5.92848, -0.80460], [-3.65323, -3.57589, 6.55132], [-2.67364, -2.76431, 6.97366], [-1.48596, -2.39959, 6.10562], [-0.67484, -1.64503, 6.60484], [-1.40094, -2.97068, 4.77598], [-2.38288, -3.77892, 4.36124], [-3.57614, -4.12601, 5.21367], [-4.41813, -4.85914, 4.72281], [-2.39770, -4.32489, 3.15073], [-2.63934, -2.20097, 8.17171], [-4.50412, -3.83615, 7.16468], [-0.55658, -2.70469, 4.15173], [-3.21824, -4.84160, 3.06020], [-1.82028, -1.66403, 8.18053], [-1.46884, -4.70508, -0.57611], [-2.09644, -5.82954, -0.94294], [-3.04748, -5.87646, -2.11656], [-3.55014, -6.95699, -2.37158], [-3.30468, -4.65855, -2.85648], [-2.68335, -3.53071, -2.48338], [-1.71854, -3.48729, -1.32032], [-1.20860, -2.41129, -1.08070], [-2.83776, -2.36037, -3.08104], [-1.95096, -6.99683, -0.32933], [-0.78590, -4.65663, 0.26068], [-3.99381, -4.69999, -3.68792], [-2.26399, -1.73254, -2.59049], [-2.51769, -7.62676, -0.81451], [-1.27547, 2.26330, -6.73932], [-0.68563, 1.77639, -5.63580], [-1.39507, 0.81589, -4.70963], [-0.77351, 0.41422, -3.74433], [-2.75478, 0.42906, -5.01395], [-3.34429, 0.91548, -6.11285], [-2.62992, 1.86154, -7.05116], [-3.25561, 2.23236, -8.02936], [-4.58194, 0.62533, -6.48798], [0.54363, 2.08011, -5.26155], [-0.77864, 2.94918, -7.41033], [-3.24793, -0.24641, -4.33003], [-4.72998, 1.11773, -7.31878], [0.71731, 1.59495, -4.43048]],
  "atomic_forces_ev_per_a": [[0.1, -0.1, -0.1], [0.1, -0.1, 0.2], [0.0, 0.2, 0.0], [-0.2, 0.0, 0.2], [0.2, -0.9, -0.2], [-0.1, 0.3, 0.1], [-0.2, 0.4, -0.1], [-0.2, -0.3, 0.0], [0.4, -0.3, -0.2], [-0.1, -0.4, 0.5], [0.0, 0.7, -0.6], [-0.3, -0.5, 0.3], [0.0, 0.1, 0.1], [-0.1, 0.1, -0.1], [0.1, 0.0, -0.1], [-0.1, 0.0, 0.0], [0.0, 0.0, 0.0], [-0.1, -0.1, -0.1], [0.0, 0.0, -0.1], [0.1, -0.1, 0.1], [0.0, 0.0, -0.2], [0.0, 0.1, 0.1], [0.0, 0.1, 0.0], [0.0, -0.1, 0.1], [0.1, 0.1, 0.0], [0.1, -0.1, 0.1], [-0.1, 0.1, 0.0], [-0.1, -0.1, 0.0], [0.2, 0.4, -0.2], [0.0, 0.1, 0.1], [0.1, -0.1, 0.0], [-0.2, 0.0, 0.1], [0.1, 0.0, -0.1], [0.0, 0.0, -0.1], [-0.1, 0.0, 0.0], [0.2, 0.0, 0.0], [-0.1, 0.0, 0.0], [0.0, 0.0, -0.1], [-0.1, 0.3, 0.0], [0.0, 0.0, 0.0], [0.0, 0.0, 0.0], [0.1, 0.0, 0.1], [0.0, -0.2, 0.0], [-0.1, -0.1, 0.0], [-0.1, 0.0, 0.0], [0.0, -0.2, -0.2], [0.1, 0.0, 0.1], [0.2, 0.1, 0.1], [0.0, 0.1, -0.1], [0.0, 0.0, 0.1], [0.0, 0.0, -0.1], [0.1, -0.1, -0.3], [-0.1, 0.0, 0.0], [0.0, 0.0, 0.0], [0.0, 0.1, 0.0], [-0.1, 0.0, 0.2], [0.1, 0.0, 0.0], [0.1, 0.1, 0.1], [0.0, 0.0, 0.0], [-0.1, 0.2, -0.1], [0.0, -0.1, 0.0], [-0.1, -0.1, 0.0], [0.0, 0.1, -0.1], [0.1, -0.2, 0.2], [0.0, 0.1, 0.0], [0.0, 0.0, 0.0], [0.1, 0.0, 0.1], [0.0, 0.0, 0.0], [0.0, 0.0, 0.0], [0.1, 0.0, 0.0], [0.0, 0.0, -0.1], [-0.1, 0.0, -0.2], [0.2, 0.1, 0.1], [-0.1, -0.1, 0.0], [0.0, 0.0, 0.0], [-0.1, -0.1, 0.1], [0.1, 0.0, 0.0], [0.3, 0.1, 0.1], [-0.1, 0.0, -0.1], [-0.1, -0.1, 0.1], [-0.1, 0.0, -0.1], [0.0, 0.0, 0.0], [-0.1, 0.0, -0.1], [0.0, 0.1, -0.1], [0.1, 0.0, 0.1]],
  "lowdin_charge": [-0.1147, -0.2491, -0.4141, -0.1455, -0.8789, 0.5731, -0.2262, -0.2602, -0.1057, -0.4790, 0.0897, 0.0669, 0.0558, 0.0577, 0.0586, 0.0882, 0.1005, 0.1019, 0.0574, 0.0634, 0.0504, 0.0569, 0.0778, 0.0748, 0.0937, 0.0754, 0.1047, 0.1260, 0.0885, 0.0702, -0.2441, -0.3106, 0.1065, 0.0686, -0.2390, -0.3217, 0.0819, 0.1021, 0.0631, 0.1343, 0.1306, 0.1121, 0.0956, 0.0638, -0.2360, -0.2986, 0.1175, 0.0878, -0.2328, -0.3194, 0.0913, 0.1044, 0.1081, 0.1302, 0.1154, 0.1141, 0.1168, 0.0807, -0.2363, -0.3160, 0.0945, 0.0711, -0.2275, -0.3018, 0.1188, 0.1012, 0.1115, 0.1392, 0.1330, 0.1083, 0.1148, 0.0705, -0.2290, -0.3038, 0.1170, 0.0739, -0.2332, -0.3175, 0.0914, 0.1122, 0.1347, 0.1338, 0.1184, 0.1150, 0.1253]
}

Record 3
{
  "formula": "C32H33BF6O2",
  "method": "ωB97M-V/def2-TZVPD",
  "e_lumo_ev": -2.4,
  "multiplicity": 1,
  "e_above_lowest_kcal_mol": 77.1,
  "e_homo_ev": -5.23,
  "largest_force_ev_per_a": 3.4,
  "symbols": ["C", "C", "C", "C", "C", "C", "O", "B", "C", "C", "C", "C", "F", "F", "F", "C", "C", "C", "F", "F", "F", "C", "C", "C", "C", "C", "C", "C", "C", "O", "H", "H", "H", "H", "H", "H", "H", "H", "H", "H", "H", "H", "H", "H", "H", "H", "H", "H", "H", "H", "H", "H", "C", "C", "C", "C", "C", "C", "C", "C", "C", "C", "C", "H", "H", "H", "H", "H", "H", "H", "H", "H", "H", "H"],
  "xyz": [[-3.39712, 1.38337, 1.77780], [-2.77397, 1.92899, 0.51824], [-3.85208, 1.83008, -0.53720], [-2.05336, 3.36197, 0.62808], [-2.79429, 4.59395, 0.12146], [-1.44922, 3.54007, 2.01935], [-0.89493, 3.22808, -0.24949], [-0.57463, 1.90263, -0.07815], [0.73043, 1.18838, 0.50288], [1.48599, 2.02377, 1.30315], [2.63956, 1.52701, 1.87954], [3.43491, 2.45332, 2.74198], [4.68966, 2.63332, 2.21785], [2.88011, 3.70091, 2.83833], [3.56708, 1.98314, 4.02245], [3.12422, 0.24726, 1.63914], [2.41990, -0.55574, 0.75339], [3.09303, -1.83417, 0.29634], [3.31027, -2.68421, 1.35663], [2.38925, -2.54531, -0.63539], [4.31231, -1.58636, -0.28505], [1.14450, -0.15008, 0.35829], [-0.34551, -3.27047, 0.15975], [-0.09094, -4.40925, 0.95980], [0.72361, -4.33612, 2.14989], [1.05483, -5.47369, 2.86669], [0.49865, -6.71224, 2.49140], [-0.39064, -6.80187, 1.40580], [-0.69903, -5.66733, 0.68059], [-1.66656, 1.08284, 0.22433], [-4.11755, 2.12678, 2.13310], [-3.94740, 0.47117, 1.52403], [-2.67342, 1.12420, 2.55832], [-4.74379, 2.37778, -0.17735], [-3.56844, 2.24067, -1.51936], [-4.12088, 0.76287, -0.64277], [-3.68855, 4.84542, 0.71220], [-2.12270, 5.46926, 0.12828], [-3.11036, 4.44246, -0.92076], [-2.15540, 3.85773, 2.79187], [-0.98121, 2.60365, 2.35877], [-0.62532, 4.26056, 2.00373], [1.21134, 3.05076, 1.47948], [3.98986, -0.13747, 2.15650], [0.49976, -0.85985, -0.13623], [-0.15101, -2.30979, 0.60655], [-0.98733, -3.37440, -0.70903], [1.12813, -3.38204, 2.44016], [1.74175, -5.41457, 3.71385], [0.79361, -7.61374, 3.01390], [-0.83774, -7.76566, 1.14185], [-1.39177, -5.71074, -0.15479], [-1.26490, 1.06759, -2.75291], [-2.52792, 0.27099, -3.17545], [-2.32759, -1.06010, -2.52292], [-1.08021, -1.15725, -1.94343], [-0.37800, 0.04195, -2.02291], [1.03442, 0.34471, -2.27070], [1.80184, -0.65514, -2.88857], [3.13252, -0.41961, -3.24138], [3.75463, 0.78038, -2.88671], [3.01273, 1.78115, -2.24608], [1.64479, 1.61503, -2.05153], [-0.74354, 1.39184, -3.66003], [-1.49098, 1.99612, -2.21501], [-3.43912, 0.81558, -2.93261], [-2.49406, 0.15344, -4.26785], [-3.04971, -1.87701, -2.58593], [-0.68122, -2.01308, -1.43737], [1.33324, -1.61046, -3.10946], [3.67223, -1.19765, -3.78114], [4.82004, 0.92657, -3.10284], [3.52299, 2.69518, -1.91724], [1.09020, 2.46253, -1.61812]],
  "atomic_forces_ev_per_a": [[-0.3, 0.2, 0.6], [0.2, 0.6, -0.1], [-0.4, 0.3, -0.5], [-0.4, 0.2, 0.2], [-0.3, 0.1, -0.1], [0.2, -0.1, 0.5], [0.5, -0.9, 0.0], [-0.6, -2.4, 1.8], [0.1, 0.5, 0.0], [0.5, -0.5, -0.3], [0.5, 0.1, 0.7], [0.6, 0.5, 0.5], [-0.8, -0.1, 0.7], [0.5, -1.0, 0.0], [0.2, 0.4, -1.0], [-0.2, 0.6, -0.1], [-0.5, -0.1, 0.3], [0.0, -1.2, -0.4], [0.1, 0.8, -0.9], [0.5, 0.8, 1.0], [-1.0, -0.1, 0.8], [0.4, 0.2, -0.2], [-0.4, -1.0, 1.0], [0.0, 0.0, 0.7], [-0.2, -0.4, -0.7], [-0.5, -0.2, -0.4], [0.2, 0.1, -0.2], [0.2, 0.1, 0.4], [0.4, 0.1, -0.3], [0.2, 0.8, -0.4], [0.0, -0.2, 0.3], [0.1, 0.1, 0.1], [-0.1, 0.3, -0.2], [0.3, -0.2, -0.3], [-0.1, -0.1, 0.5], [0.1, 0.5, -0.1], [0.3, -0.2, -0.1], [-0.2, -0.4, 0.1], [0.1, 0.0, 0.3], [-0.1, -0.1, -0.2], [-0.3, 0.2, -0.1], [-0.3, 0.2, -0.2], [0.0, 0.1, -0.2], [0.3, 0.2, -0.2], [0.3, 0.3, -0.2], [-0.1, 0.0, -0.2], [0.0, -0.2, 0.5], [0.1, 0.2, 0.0], [-0.3, 0.0, -0.2], [-0.1, 0.0, 0.1], [0.2, 0.4, 0.1], [0.1, -0.1, 0.0], [-0.3, -0.2, -0.4], [0.6, 0.3, -0.1], [0.3, -0.3, 0.3], [-0.6, 0.2, -0.1], [0.0, 2.2, -2.5], [0.5, -0.4, -0.3], [0.3, 0.3, 0.2], [0.0, 0.2, 0.1], [0.1, -0.5, 0.0], [-0.2, 0.0, -0.3], [0.1, -0.1, 0.1], [0.1, 0.0, 0.2], [-0.1, -0.3, 0.0], [-0.2, -0.4, 0.0], [-0.2, 0.0, 0.1], [0.2, 0.3, 0.2], [0.1, 0.0, -0.5], [0.1, 0.1, 0.0], [0.0, 0.2, 0.2], [-0.5, 0.0, 0.1], [-0.4, -0.3, -0.3], [0.3, -0.6, -0.4]],
  "lowdin_charge": [-0.0088, -0.4617, -0.0182, -0.4104, 0.0015, -0.0054, 0.1311, -0.6376, -0.0440, 0.0350, -0.0964, -0.5105, 0.1188, 0.1101, 0.1215, 0.0688, -0.0660, -0.4887, 0.1084, 0.1158, 0.1191, 0.0349, 0.0504, -0.2861, -0.0453, -0.0897, -0.0963, -0.0993, -0.0577, 0.1188, 0.1000, 0.0968, 0.0988, 0.1056, 0.0768, 0.1027, 0.0968, 0.1001, 0.0873, 0.1016, 0.0919, 0.1001, 0.1174, 0.1442, 0.0709, 0.0411, 0.0460, 0.0928, 0.1038, 0.0906, 0.1028, 0.1041, -0.1022, -0.1559, -0.0102, -0.0542, -0.1597, -0.2105, -0.0199, -0.0727, -0.0780, -0.0569, -0.0261, 0.1309, 0.1012, 0.0856, 0.1205, 0.1083, 0.0421, 0.1209, 0.1094, 0.1081, 0.1150, 0.1196]
}